Entry 1:
A structure of composition C37H74O15 at a distorted geometry. Source: OMol25; level of theory: the ωB97M-V functional and the def2-TZVPD basis.

Computed properties:
Lowest unoccupied orbital energy (hartree): -0.04561
Spin multiplicity: 1
Total charge: 0
Total energy (hartree): -2581.36765
E_HOMO (eV): -9.434
Orbital gap (hartree): 0.301

CARTESIAN COORDINATES (ANGSTROEM)
O  3.44  0.72  -5.33
C  3.05  0.15  -4.32
O  2.07  0.46  -3.43
C  1.55  1.76  -3.47
C  1.01  2.11  -2.02
C  3.64  -1.24  -4.05
H  0.86  1.86  -4.20
H  2.39  2.67  -3.77
H  1.62  1.48  -1.29
H  0.02  1.53  -1.87
H  0.67  3.02  -2.04
H  4.09  -1.09  -3.33
H  4.22  -1.65  -4.78
H  2.76  -1.96  -3.92
O  2.96  -0.34  -0.62
C  3.50  -0.93  -1.62
O  4.62  -0.68  -2.24
C  5.20  0.59  -2.14
C  5.89  1.04  -3.36
C  2.97  -2.36  -1.94
H  5.89  0.53  -1.25
H  4.55  1.40  -1.82
H  6.78  0.19  -3.49
H  6.44  1.87  -3.39
H  5.18  1.11  -4.21
H  2.36  -2.28  -2.91
H  2.36  -2.66  -1.00
H  3.79  -2.91  -1.72
O  0.77  -3.89  3.11
C  1.61  -3.14  2.80
O  2.61  -3.50  1.99
C  2.84  -4.84  1.61
C  4.13  -5.16  0.90
C  1.69  -1.69  3.05
H  1.90  -5.28  0.98
H  2.56  -5.55  2.42
H  4.97  -4.59  1.36
H  4.28  -4.74  0.03
H  4.16  -6.20  0.82
H  0.77  -1.26  3.69
H  1.69  -1.15  2.26
H  2.74  -1.30  3.59
O  -3.89  2.67  -5.52
C  -3.75  3.51  -4.67
O  -2.99  3.29  -3.46
C  -2.55  1.99  -3.16
C  -1.20  2.04  -2.32
C  -4.14  4.91  -4.92
H  -2.23  1.51  -4.13
H  -3.08  1.31  -2.65
H  -1.33  2.02  -1.43
H  -0.54  2.69  -2.66
H  -0.84  1.02  -2.47
H  -4.82  5.43  -4.26
H  -4.70  5.15  -5.89
H  -3.47  5.83  -4.87
C  -2.23  -3.58  -2.84
C  -0.83  -2.81  -2.97
O  0.11  -3.33  -3.75
C  -0.69  -1.65  -2.10
H  -2.19  -4.32  -3.59
H  -3.19  -2.91  -3.02
H  -2.34  -4.05  -1.83
H  -0.35  -0.64  -2.67
H  0.23  -1.80  -1.39
H  -1.68  -1.43  -1.69
C  -2.40  -3.51  2.99
C  -3.02  -2.66  4.07
O  -2.95  -3.11  5.21
C  -3.66  -1.34  3.62
H  -2.91  -3.38  2.07
H  -2.31  -4.69  3.51
H  -1.37  -3.22  2.76
H  -4.37  -1.27  2.62
H  -2.85  -0.52  3.64
H  -4.27  -1.12  4.51
C  -4.62  -2.51  -1.00
C  -3.60  -1.47  -1.49
O  -2.67  -1.53  -2.52
C  -3.76  0.03  -0.82
H  -4.12  -3.55  -1.28
H  -5.68  -2.49  -1.24
H  -4.63  -2.27  0.11
H  -3.62  0.14  0.29
H  -4.65  0.58  -1.01
H  -2.95  0.59  -1.30
C  2.16  2.49  2.10
C  1.90  3.78  1.35
O  2.06  4.99  1.99
C  1.60  3.67  -0.10
H  1.41  1.71  1.91
H  2.12  2.93  2.99
H  3.04  1.92  1.77
H  1.31  4.69  -0.49
H  0.58  3.03  0.06
H  2.50  3.21  -0.64
C  -0.37  1.05  5.24
C  0.11  0.16  6.42
O  1.02  -0.67  6.32
C  -0.91  0.08  7.57
H  -0.49  0.43  4.41
H  0.38  1.83  5.05
H  -1.12  1.69  5.31
H  -1.38  0.98  7.81
H  -0.44  -0.44  8.40
H  -1.75  -0.79  7.48
C  -0.99  0.93  -0.33
C  -1.27  -0.17  0.66
O  -1.71  0.02  1.85
C  -1.03  -1.64  0.20
H  0.02  0.77  -0.62
H  -1.16  1.85  0.10
H  -1.70  0.64  -1.11
H  -0.99  -2.54  0.92
H  0.05  -1.61  -0.01
H  -1.65  -1.92  -0.68
C  0.16  3.95  3.16
C  -1.41  3.55  3.41
O  -1.97  3.78  4.57
C  -2.09  3.05  2.21
H  0.40  4.11  4.20
H  0.27  4.75  2.57
H  0.75  3.19  2.81
H  -1.57  2.20  1.91
H  -2.26  3.74  1.37
H  -3.05  2.98  2.44



Entry 2:
A structure of composition C35H29BrCl4O4Sn at a distorted geometry. Source: OMol25; level of theory: the ωB97M-V functional and the def2-TZVPD basis.

Computed properties:
Lowest unoccupied orbital energy (hartree): -0.01002
Spin multiplicity: 1
Total charge: 0
Total energy (hartree): -6281.21877
E_HOMO (eV): -8.177
Orbital gap (hartree): 0.290

CARTESIAN COORDINATES (ANGSTROEM)
Sn  0.22  0.81  0.48
Br  0.24  1.08  3.59
C  2.10  0.80  3.62
C  2.69  0.59  4.83
C  4.08  0.40  4.92
C  4.83  0.44  3.79
C  4.24  0.66  2.52
C  5.06  0.74  1.37
C  4.53  1.01  0.15
C  3.13  1.16  0.01
C  2.30  1.06  1.10
C  2.83  0.84  2.40
H  2.08  0.58  5.73
H  4.53  0.24  5.89
H  5.91  0.30  3.84
H  6.13  0.59  1.49
H  5.16  1.08  -0.73
H  2.73  1.35  -0.97
Cl  -2.52  7.78  -0.30
C  -2.09  6.13  0.01
C  -0.77  5.73  -0.12
C  -0.45  4.41  0.15
Cl  1.18  3.87  -0.10
C  -1.39  3.47  0.58
O  -1.11  2.22  0.95
C  -2.72  3.92  0.64
Cl  -3.95  2.79  1.10
C  -3.07  5.23  0.38
H  -0.01  6.42  -0.44
H  -4.10  5.54  0.46
Cl  1.43  -3.18  -5.84
C  1.24  -2.04  -4.54
C  0.78  -0.75  -4.80
C  0.60  0.15  -3.78
C  0.86  -0.20  -2.44
O  0.66  0.71  -1.51
C  1.35  -1.50  -2.19
C  1.64  -1.98  -0.86
O  1.48  -1.33  0.16
C  1.54  -2.41  -3.25
H  0.56  -0.47  -5.82
H  0.24  1.15  -3.98
H  2.04  -3.00  -0.78
H  1.90  -3.40  -3.03
C  -2.04  -2.88  2.41
C  -0.76  -3.15  1.60
C  0.43  -2.50  2.30
C  -1.03  -2.80  0.14
C  -1.00  -3.84  -0.79
C  -1.44  -3.66  -2.09
C  -2.06  -2.47  -2.42
C  -2.13  -1.41  -1.53
C  -3.14  -0.30  -1.84
C  -4.31  -0.46  -0.86
C  -2.70  1.16  -1.85
C  -1.46  -1.53  -0.29
O  -1.33  -0.44  0.52
H  -1.93  -3.25  3.43
H  -2.90  -3.38  1.96
H  -2.24  -1.81  2.45
H  -0.58  -4.23  1.61
H  0.27  -1.43  2.41
H  1.36  -2.65  1.76
H  0.53  -2.92  3.30
H  -0.64  -4.81  -0.47
H  -1.37  -4.47  -2.81
H  -2.54  -2.37  -3.39
H  -3.51  -0.53  -2.85
H  -3.98  -0.24  0.15
H  -4.71  -1.48  -0.88
H  -5.11  0.23  -1.12
H  -2.52  1.51  -0.84
H  -3.50  1.77  -2.27
H  -1.81  1.32  -2.44



Entry 3:
A structure of composition C15H21N3O5PdSe. Source: OMol25; level of theory: the ωB97M-V functional and the def2-TZVPD basis.

Computed properties:
Lowest unoccupied orbital energy (spin up / spin down) (hartree): 0.01667 / -0.06969
Spin multiplicity: 3
Total charge: 0
Total energy (hartree): -3653.93582
E_HOMO (spin up / spin down) (eV): -7.388 / -7.521
Orbital gap (spin up / spin down) (hartree): 0.288 / 0.207

CARTESIAN COORDINATES (ANGSTROEM)
Pd  0.36  -0.19  -0.51
O  -2.97  2.44  0.07
C  -1.65  2.23  0.01
O  -1.01  1.78  0.92
C  -1.07  2.70  -1.32
O  -0.50  1.66  -2.08
C  -1.48  0.92  -2.82
C  -2.33  0.01  -1.94
O  -3.45  -0.29  -2.32
O  -1.76  -0.37  -0.85
H  -3.28  2.08  0.92
H  -0.26  3.39  -1.08
H  -1.84  3.21  -1.90
H  -0.91  0.30  -3.51
H  -2.12  1.60  -3.39
C  2.74  -1.59  -2.32
C  3.17  -0.45  -1.47
C  4.42  0.01  -1.21
C  4.28  1.17  -0.35
C  2.95  1.36  -0.13
C  2.27  2.45  0.64
N  2.25  0.37  -0.77
H  3.36  -1.65  -3.22
H  1.70  -1.48  -2.63
H  2.83  -2.55  -1.80
H  5.33  -0.42  -1.59
H  5.08  1.78  0.05
H  2.76  2.63  1.60
H  1.23  2.20  0.84
H  2.29  3.40  0.09
C  -2.76  -3.07  0.35
N  -2.16  -2.33  1.46
C  -2.84  -1.77  2.51
C  -1.94  -1.12  3.27
N  -0.71  -1.29  2.67
C  0.54  -0.70  3.13
C  -0.85  -2.03  1.55
Se  0.50  -2.57  0.37
H  -3.81  -3.20  0.57
H  -2.27  -4.04  0.25
H  -2.64  -2.49  -0.57
H  -3.91  -1.88  2.62
H  -2.06  -0.54  4.17
H  0.44  -0.47  4.18
H  0.74  0.21  2.56
H  1.35  -1.40  2.96



Entry 4:
An isolated molecule of C17H24FN3O. Source: OMol25; level of theory: the ωB97M-V functional and the def2-TZVPD basis.

Computed properties:
Lowest unoccupied orbital energy (hartree): 0.03265
Spin multiplicity: 1
Total charge: 0
Total energy (hartree): -1001.52504
E_HOMO (eV): -8.153
SMILES: COCCN(Cc1cn(C)nc1-c1ccccc1F)C(C)C
Orbital gap (hartree): 0.332

CARTESIAN COORDINATES (ANGSTROEM)
C  -2.58  -0.24  -2.19
O  -2.41  -0.69  -0.88
C  -2.10  0.36  0.01
C  -1.81  -0.21  1.40
N  -0.66  -1.07  1.42
C  0.58  -0.38  1.11
C  0.86  -0.48  -0.35
C  0.56  -1.55  -1.16
N  0.87  -1.20  -2.43
C  0.74  -2.00  -3.61
N  1.36  0.03  -2.49
C  1.37  0.49  -1.25
C  1.83  1.85  -0.97
C  1.50  2.89  -1.84
C  1.90  4.19  -1.60
C  2.65  4.48  -0.47
C  3.01  3.47  0.40
C  2.60  2.18  0.14
F  3.02  1.20  0.99
C  -0.58  -2.00  2.54
C  -1.71  -3.03  2.46
C  -0.56  -1.33  3.92
H  -3.41  0.48  -2.26
H  -1.68  0.24  -2.58
H  -2.82  -1.12  -2.79
H  -1.24  0.93  -0.36
H  -2.96  1.05  0.09
H  -1.70  0.66  2.09
H  -2.68  -0.79  1.71
H  0.54  0.68  1.42
H  1.41  -0.84  1.66
H  0.12  -2.49  -0.92
H  0.99  -1.38  -4.46
H  1.42  -2.86  -3.57
H  -0.28  -2.37  -3.71
H  0.92  2.64  -2.72
H  1.63  4.97  -2.29
H  2.96  5.50  -0.27
H  3.61  3.67  1.28
H  0.36  -2.55  2.40
H  -1.86  -3.33  1.43
H  -2.65  -2.63  2.84
H  -1.46  -3.91  3.06
H  -1.50  -0.83  4.12
H  0.25  -0.60  3.97
H  -0.39  -2.08  4.69



Entry 5:
A cluster of 2 separate species, H3NOS in total at a distorted geometry. Source: OMol25; level of theory: the ωB97M-V functional and the def2-TZVPD basis.

Computed properties:
Lowest unoccupied orbital energy (spin up / spin down) (hartree): 0.00139 / -0.03776
Spin multiplicity: 1
Total charge: 0
Total energy (hartree): -529.83280
E_HOMO (spin up / spin down) (eV): -8.974 / -9.165
Orbital gap (spin up / spin down) (hartree): 0.331 / 0.299

CARTESIAN COORDINATES (ANGSTROEM)
N  0.81  0.46  0.76
O  -1.17  -0.73  -0.21
S  0.08  -0.99  0.58
H  0.09  1.09  1.00
H  1.30  0.83  -0.09
H  -1.11  -0.67  -2.04